w | Below is a cluster of 2 separate species, C3H10N3O in total, with properties calculated with ωB97M-V/def2-TZVPD.

Properties
Gap between HOMO and LUMO, eV: 5.85
Multiplicity: 1
Total charge: -1
HOMO, eV: -1.66

XYZ file:
```
17
C3H10N3O (ωB97M-V/def2-TZVPD)
C -2.75 0.49 0.42
C 1.93 1.07 -0.95
C 2.40 -0.71 0.62
N -2.53 -0.48 -0.64
N 1.45 -0.01 -0.25
N 0.27 -0.48 -0.45
O -0.03 -1.62 0.13
H -3.33 0.02 1.22
H -1.82 0.88 0.86
H -3.33 1.34 0.03
H 1.14 1.64 -1.42
H 2.62 1.68 -0.37
H -2.05 -0.01 -1.40
H 3.30 -0.97 0.06
H 2.67 -0.08 1.47
H 1.88 -1.60 0.96
H -1.83 -1.15 -0.31
```

x | Below is a cluster of 2 separate species, C3H10N3O in total, with properties calculated with ωB97M-V/def2-TZVPD.

Properties
Gap between HOMO and LUMO, eV: 7.36
Multiplicity: 1
Total charge: -1
HOMO, eV: -3.23

XYZ file:
```
17
C3H10N3O (ωB97M-V/def2-TZVPD)
C 0.78 -2.08 0.41
O 0.52 -1.15 -0.59
C -0.45 -2.33 1.27
H 1.57 -1.70 1.09
H 1.10 -3.04 -0.01
H -0.27 -3.03 2.11
H -1.25 -2.75 0.65
H -0.80 -1.38 1.70
N 0.89 1.41 -0.91
C -0.35 1.88 -0.56
N -0.48 3.29 -0.47
N -1.34 1.07 -0.34
H 1.01 0.35 -0.87
H 1.55 1.99 -1.44
H -0.07 3.84 -1.24
H -1.45 3.51 -0.36
H -0.97 0.12 -0.45
```

Which structure is most stable, and how do the rest compare? From most to least stable: x, w.

w | Below is an isolated molecule of C2HCl2F, with properties calculated with ωB97M-V/def2-TZVPD.

Properties
Gap between HOMO and LUMO, eV: 9.42
Multiplicity: 1
Total charge: 0
HOMO, eV: -9.46
SMILES string: FC=C(Cl)Cl

XYZ file:
```
6
C2HCl2F (ωB97M-V/def2-TZVPD)
C 0.68 -0.40 0.06
C -0.47 0.51 0.24
H 0.40 -1.46 -0.10
F 2.03 -0.02 -0.09
Cl -0.81 2.09 -0.05
Cl -1.83 -0.73 -0.06
```

x | Below is a cluster of 2 separate species, C2HCl2F in total, with properties calculated with ωB97M-V/def2-TZVPD.

Properties
Gap between HOMO and LUMO, eV: 9.17
Multiplicity: 1
Total charge: 0
HOMO, eV: -9.84

XYZ file:
```
6
C2HCl2F (ωB97M-V/def2-TZVPD)
C 0.03 -0.56 -0.35
C -0.07 0.47 0.46
F -0.30 -1.81 -0.13
Cl 0.41 2.05 0.01
Cl -0.69 0.29 2.08
H 0.63 -0.44 -2.08
```

Which structure is most stable, and how do the rest compare? From most to least stable: w, x.

w | Below is an isolated molecule of C7H8O3, with properties calculated with ωB97M-V/def2-TZVPD.

Properties
Gap between HOMO and LUMO, eV: 10.34
Multiplicity: 1
Total charge: 0
HOMO, eV: -9.72
SMILES string: CC1=C[C@]2(OCC1)OC2=O

XYZ file:
```
18
C7H8O3 (ωB97M-V/def2-TZVPD)
C 1.29 0.99 0.10
C 0.10 0.50 -0.13
C 2.73 -0.13 0.04
C 4.04 0.42 -0.33
C 0.04 -1.02 -0.23
C 1.16 -1.65 0.61
C -0.98 1.43 -0.30
O 4.80 0.81 -1.14
O 3.92 0.30 1.04
O 2.45 -1.41 0.06
H 1.65 2.04 0.31
H -0.85 -1.41 0.08
H -0.02 -1.32 -1.31
H 1.10 -1.14 1.55
H 0.90 -2.78 0.57
H -0.76 1.84 -1.35
H -0.95 2.25 0.44
H -2.00 0.91 -0.35
```

x | Below is a structure of composition C7H8O3, with properties calculated with ωB97M-V/def2-TZVPD.

Properties
Gap between HOMO and LUMO, eV: 8.50
Multiplicity: 1
Total charge: 0
HOMO, eV: -8.34

XYZ file:
```
18
C7H8O3 (ωB97M-V/def2-TZVPD)
C -3.51 -0.15 0.32
C -2.61 -0.20 -0.50
C 0.86 1.11 -0.40
C -1.28 0.04 -1.02
C -0.45 1.29 0.35
C 0.93 -0.38 -0.51
C 1.48 -1.06 0.72
O 1.54 1.98 -0.82
O -0.37 -0.95 -0.73
O -0.86 2.53 0.54
H -4.51 -0.18 0.51
H -1.19 0.70 -2.02
H -0.63 0.71 1.30
H 1.54 -0.62 -1.34
H 2.63 -1.23 0.83
H 0.93 -1.96 0.82
H 1.20 -0.38 1.52
H -0.37 3.09 -0.03
```

Which structure is most stable, and how do the rest compare? From most to least stable: w, x.

w | Below is a cluster of 2 separate species, C4H11S2 in total, with properties calculated with ωB97M-V/def2-TZVPD.

Properties
Gap between HOMO and LUMO, eV: 5.05
Multiplicity: 1
Total charge: -1
HOMO, eV: -2.20

XYZ file:
```
17
C4H11S2 (ωB97M-V/def2-TZVPD)
C 1.28 -0.79 -0.28
S 3.11 -0.36 -0.50
C 3.57 -0.90 1.20
H 1.08 -1.84 -0.10
H 0.93 -0.10 0.54
H 0.71 -0.49 -1.10
H 4.61 -0.49 1.41
H 3.33 -1.90 1.23
H 3.02 -0.21 1.75
C -3.21 0.60 -1.06
C -2.07 1.19 -0.18
S -2.53 2.13 1.29
H -3.86 -0.08 -0.34
H -3.92 1.32 -1.59
H -2.80 -0.18 -1.70
H -1.73 0.29 0.26
H -1.53 1.82 -0.82
```

x | Below is a cluster of 2 separate species, C4H11S2 in total, with properties calculated with ωB97M-V/def2-TZVPD.

Properties
Gap between HOMO and LUMO, eV: 5.81
Multiplicity: 1
Total charge: -1
HOMO, eV: -2.44

XYZ file:
```
17
C4H11S2 (ωB97M-V/def2-TZVPD)
C -1.82 -0.66 2.68
S -1.64 0.05 0.99
H -1.61 -1.73 2.67
H -1.13 -0.18 3.36
H -2.83 -0.51 3.06
C 1.35 1.75 -0.18
C 0.75 1.08 -1.40
S 1.60 -0.50 -1.80
C 0.25 -1.69 -1.59
H 0.98 2.76 -0.04
H 2.45 1.77 -0.23
H 1.09 1.17 0.70
H 0.85 1.71 -2.29
H -0.30 0.85 -1.25
H -0.26 -1.59 -0.63
H -0.45 -1.60 -2.41
H 0.72 -2.68 -1.65
```

y | Below is a cluster of 2 separate species, C4H11S2 in total, with properties calculated with ωB97M-V/def2-TZVPD.

Properties
Gap between HOMO and LUMO, eV: 5.78
Multiplicity: 1
Total charge: -1
HOMO, eV: -2.49

XYZ file:
```
17
C4H11S2 (ωB97M-V/def2-TZVPD)
C 0.48 -1.51 -2.03
S 1.18 -2.41 -0.58
C 0.92 -1.16 0.71
H 0.80 -2.16 -2.84
H 1.05 -0.59 -2.08
H -0.59 -1.37 -1.93
H 1.20 -0.20 0.28
H -0.11 -1.10 1.06
H 1.63 -1.42 1.50
C -0.19 3.27 1.04
C -0.65 1.84 1.36
S -1.50 1.05 -0.03
H -1.03 3.88 0.72
H 0.57 3.25 0.27
H 0.22 3.77 1.93
H -1.26 1.87 2.28
H 0.26 1.27 1.61
```

Which structure is most stable, and how do the rest compare? From most to least stable: x, y, w.